# 1
C27H82B4N4Na2OSn | ωB97M-V with the def2-TZVPD basis set

```
121
Properties=species:S:1:pos:R:3:mulliken_charge:R:1
Sn -0.42806 -3.10583 1.97651 1.155
Na 1.72086 0.89280 2.54628 -0.313
Na 2.60029 -0.77135 -0.57194 -0.510
O -2.97400 -1.31836 2.98764 -0.410
N -3.58745 1.30032 -2.94544 0.818
N 4.20376 -0.12404 -2.41739 0.496
N -2.99085 -3.96062 -0.37171 0.436
N 1.48160 3.39614 3.45199 0.741
C -2.36968 -6.14512 -1.39386 -1.297
C -2.15978 -3.19273 -1.33936 -0.344
C -0.77459 3.52556 4.67442 -1.263
C -4.65700 -3.74074 1.37728 -1.330
C -2.22537 1.83165 -3.25002 -0.884
C 0.98125 4.08638 2.25754 -0.799
C -5.39153 0.95465 -1.28892 -1.075
C -4.08474 0.20470 -5.06294 -1.002
C -3.37641 -0.17556 3.07600 0.491
C 4.01444 -0.97096 -3.62034 -0.542
C -3.51906 -5.21561 -0.88718 -0.493
C -2.67218 -3.09633 -2.71516 -1.356
C 3.90583 2.25782 -1.65582 -0.735
C 5.62861 -0.25330 -1.77291 -0.511
C 2.92451 3.44282 3.66257 -0.540
C -4.12764 -3.15840 0.08248 -0.087
C 3.99985 1.28625 -2.86327 -0.886
C -1.19546 1.32577 -2.33031 -0.728
C 1.73556 3.75495 1.00526 -0.650
C -4.70569 0.22745 3.74470 -1.381
C -4.30086 1.82458 -1.79426 -0.317
C 0.76263 3.64005 4.75387 -0.580
C -4.35517 1.46221 -4.20532 -0.626
C 6.77579 0.20226 -2.62937 -1.499
C 3.55023 4.89217 3.88756 -1.292
C 4.05395 -2.51473 -3.26060 -1.225
C -2.51692 0.88967 2.48158 0.156
B 2.83602 -3.11396 0.43217 1.386
B 0.26497 -0.16904 0.47838 4.488
B 1.48893 -1.58992 4.15730 0.714
B 4.09921 0.07107 1.50579 3.342
H 0.96139 5.14969 2.49645 0.376
H -3.68471 -2.69479 -2.75579 0.251
H 3.02842 2.09812 -1.02913 -0.289
H 0.52764 -0.58958 1.43671 -1.284
H 1.04091 4.57540 5.23946 0.289
H 4.04697 0.11083 0.42879 -1.303
H -6.08901 0.88673 -2.12380 0.420
H -1.94095 1.53024 -4.25816 0.541
H 1.43915 -1.84920 5.20350 -0.219
H 3.10471 2.98058 4.63312 0.526
H -2.64815 -7.12343 -1.78563 0.409
H -1.14077 3.53942 5.70098 0.468
H -1.84492 -6.34436 -0.45950 0.290
H -5.33008 -2.94635 1.69980 0.392
H -3.99624 -5.81805 -0.11422 0.361
H 3.25333 -0.48819 1.87451 -0.576
H -4.94460 -3.15029 -0.63905 0.170
H 2.86260 5.43644 4.53488 0.247
H 5.74654 -1.26068 -1.37369 0.617
H -1.23922 -3.77636 -1.34671 0.580
H -0.22346 1.58116 -2.75234 0.378
H -5.06017 -0.07383 -1.14565 0.163
H 2.14378 -0.74791 3.99468 -0.240
H -4.52908 -0.53041 -4.39193 0.240
H 2.00222 -2.30955 3.53850 -0.166
H -4.55956 2.84168 -2.08868 0.334
H 4.04210 1.06920 1.91166 -0.772
H 3.08150 1.38150 -3.44263 0.435
H 5.48589 0.39257 -0.90655 0.066
H -5.40239 1.58891 -3.93077 0.497
H 5.01573 -0.41990 1.79420 -0.252
H 0.23704 -0.96255 -0.25225 -0.493
H -3.90158 -3.94935 2.13486 0.139
H 4.58631 4.80257 4.21407 0.446
H 1.91954 2.68438 0.91513 -0.365
H -3.54899 1.82806 -1.00509 0.221
H -3.03568 -0.06835 -5.17703 0.330
H 3.22782 -4.05667 0.78151 -0.148
H -2.61266 -4.00505 -3.31415 0.323
H 4.84774 1.50784 -3.51140 0.480
H 3.40240 2.87697 2.86287 -0.031
H 2.45311 -2.56832 1.28064 -0.563
H -5.40362 -0.60213 3.63159 0.363
H 3.54521 -2.54283 -0.14670 -0.564
H -0.08439 3.85777 2.24199 0.389
H -1.09082 0.24147 -2.29227 -0.001
H -4.25528 -5.00951 -1.66410 0.408
H 3.82279 3.28682 -2.00562 0.530
H -2.27503 2.92052 -3.25072 0.277
H 1.08299 0.51093 0.29750 -1.191
H 3.02509 -1.11051 -4.05601 0.214
H -4.57890 0.22594 -6.03426 0.412
H -3.73579 -2.14352 0.15016 0.157
H -5.12114 1.07563 3.20055 0.391
H 6.87269 -0.17261 -3.64829 0.259
H -2.43651 0.70417 1.41050 -0.254
H 3.89950 -3.10349 -4.16482 0.431
H 4.70043 -0.65061 -4.40449 0.425
H 0.52122 -1.32032 3.76349 -0.658
H -1.84967 -2.25077 -0.88697 -0.084
H 1.20533 4.01252 0.08841 0.502
H -2.76991 1.91134 2.76492 0.537
H -1.50789 0.74155 2.86632 -0.378
H 6.79282 1.29138 -2.58892 0.338
H -4.59253 0.48353 4.79813 0.320
H -1.24873 1.79344 -1.34718 0.275
H -2.01705 -2.35925 -3.17949 0.437
H -1.18812 4.33281 4.06992 0.323
H -5.80376 1.42373 -0.39554 0.419
H 2.74914 4.15558 1.02110 0.285
H -0.66169 0.38366 0.48675 -0.999
H 3.71465 5.33795 2.90657 0.275
H 3.19026 -2.85236 -2.68775 0.231
H 1.97508 -3.34184 -0.17701 -0.495
H -4.10101 2.36434 -4.76179 0.317
H 7.61878 -0.07761 -1.99759 0.455
H 4.89921 -2.88851 -2.68274 0.300
H 1.05365 2.90920 5.50836 0.398
H -1.81533 -5.73259 -2.23684 0.254
H 4.83368 2.27569 -1.08409 0.290
H -1.10523 2.61689 4.17134 0.112
H -5.20083 -4.68034 1.27981 0.463
```

HOMO-LUMO gap (alpha / beta) in eV: 5.797 / 2.624
Total charge: +1
HOMO (alpha / beta) in eV: -10.1 / -10.1
2S+1: 2

=====

# 2
C4H4O3 | ωB97M-V with the def2-TZVPD basis set

```
11
Properties=species:S:1:pos:R:3:mulliken_charge:R:1
O 2.27846 -0.90711 1.09884 -0.345
O -0.89760 0.70034 0.95731 -0.251
O 0.85546 -0.87584 1.19665 -0.197
C -0.99444 0.04614 -1.18847 -0.561
C 0.33735 -0.15438 -0.72291 -0.085
C -1.67617 0.56906 -0.13836 -0.243
C 0.38937 0.38269 0.57759 0.106
H 1.17852 -0.47347 -1.30669 0.451
H -2.67089 0.97191 -0.06257 0.415
H 2.52725 -0.27560 1.79718 0.340
H -1.32731 0.01625 -2.20858 0.371
```

HOMO-LUMO gap (alpha / beta) in eV: 8.320 / 8.322
Structure (SMILES): OOc1ccco1
HOMO (alpha / beta) in eV: -8.5 / -8.5
Energy relative to the best compared isomer or geometry (same formula, charge and spin) in eV: 6.289

=====

# 3
C15H13CsIN5O4S | ωB97M-V with the def2-TZVPD basis set

```
40
Properties=species:S:1:pos:R:3:mulliken_charge:R:1
Cs 0.06435 -1.11822 -2.18265 0.928
I 0.53985 -4.91948 2.80633 -0.054
S 0.77714 -3.15057 -5.18051 0.969
O -0.07026 -3.91894 -4.19858 -0.740
O 1.95274 -2.78626 -4.32046 -0.743
O -0.04553 -1.87762 -5.30527 -0.742
O 1.10139 -3.73872 -6.44317 -0.667
N 2.05914 -1.77072 2.52020 -0.060
N -1.92506 1.14801 -2.65980 -0.099
N 0.08761 1.39703 0.89651 -0.784
N 0.63395 -0.91694 0.81454 -0.319
N -0.60174 1.25826 -0.20201 0.093
C 2.40628 0.66228 5.25042 -0.206
C 0.05073 -2.95773 2.05310 -1.048
C 2.03809 -0.59214 3.24450 0.194
C 1.23919 0.45342 2.74741 0.660
C 1.54558 1.67693 4.81509 -0.793
C -3.40631 2.08835 -4.30984 -0.583
C 1.17360 -2.08500 1.48055 -0.439
C -1.12001 2.33097 -0.73415 -0.735
C 2.72750 -0.44752 4.47843 -0.970
C 0.64069 0.24987 1.41201 0.268
C 0.94247 1.52814 3.56976 -0.204
C -3.20816 3.37964 -3.76153 -0.194
C -1.82374 2.33356 -2.04124 0.703
C -2.68680 1.00747 -3.72931 -0.227
C -2.38994 3.48128 -2.63510 -0.624
H 3.38669 -1.19230 4.87561 0.384
H 1.33729 2.52321 5.46530 0.362
H -0.43849 -2.51402 2.94116 0.359
H -2.72420 0.00186 -4.15050 0.360
H -0.99507 3.30935 -0.30286 0.290
H 1.71481 -2.67582 0.72529 0.340
H 2.51701 -2.59263 2.92846 0.230
H 0.23633 2.27053 3.18551 0.394
H -4.04971 1.88432 -5.15581 0.349
H 2.85245 0.74540 6.24100 0.316
H -0.70045 -3.25032 1.30527 0.440
H -2.23542 4.48575 -2.19828 0.249
H -3.60399 4.28933 -4.24540 0.344
```

HOMO-LUMO gap in eV: 3.681
Total charge: -2
HOMO in eV: -0.2
Energy relative to the best compared isomer or geometry (same formula, charge and spin) in eV: 0.043

=====

The calculation returns the following energy values, one per record and in order: -2009.6633, -380.3159, -1870.1995 hartree.